Entry from the OMol25 dataset: one molecule with the formula C13H16FNO2S (the ωB97M-V functional and the def2-TZVPD basis).

Results
maximum force: 0.54 eV Å⁻¹
SMILES: O=C(CSCc1ccc(F)cc1)N1CCOCC1
energy: -32878.4438 eV

Element x y z (Å)
O -0.13841 2.55751 -0.20034
C 0.78550 1.87041 0.19619
N 1.44010 1.00186 -0.60193
C 2.54001 0.15965 -0.17527
H 3.46866 0.74059 -0.08833
C 2.72914 -0.97529 -1.19389
H 3.23204 -1.81953 -0.71962
O 1.48428 -1.44958 -1.63459
C 0.81573 -0.50239 -2.44325
H -0.24591 -0.73272 -2.35004
C 1.10993 0.94242 -2.01010
H 1.95199 1.34815 -2.58481
H 0.23843 1.57813 -2.17034
H 1.11558 -0.63178 -3.49445
H 3.33671 -0.63847 -2.04665
H 2.29981 -0.27278 0.79876
C 1.28154 2.00768 1.62261
H 2.36503 2.11438 1.66070
H 0.80943 2.88872 2.06003
S 0.89405 0.58659 2.69530
C -0.92599 0.53230 2.52951
C -1.37141 -0.17297 1.28833
C -2.23263 0.44790 0.39300
C -2.66393 -0.21744 -0.74024
C -2.21822 -1.50678 -0.96499
C -1.34894 -2.14461 -0.09819
C -0.93010 -1.46628 1.02917
H -0.24588 -1.93934 1.71827
H -1.00693 -3.14329 -0.31495
F -2.63896 -2.15979 -2.07247
H -3.33177 0.25246 -1.44472
H -2.56125 1.45963 0.57331
H -1.26051 -0.00138 3.42091
H -1.28741 1.55924 2.56398

These are the natural (NBO) partial charges, in e, on atoms 1 to 8:
1 O -0.639
2 C 0.682
3 N -0.433
4 C -0.251
5 H 0.185
6 C -0.073
7 H 0.203
8 O -0.522

=====

Entry from the OMol25 dataset: C13H16HfN2O2 as an isolated structure at a distorted geometry (the ωB97M-V functional and the def2-TZVPD basis).

Results
maximum force: 6.67 eV Å⁻¹
charge: +4
ΔE to the lowest compared entry with this formula, charge and spin: 281.9 kcal/mol

Element x y z (Å)
C -0.75004 -5.31557 -3.47548
C -0.66986 -3.78350 -2.85699
O 0.19815 -3.73119 -1.65436
C -0.19171 -2.50553 -0.88108
C 1.09695 -1.72033 -0.24046
O 1.15343 -1.70502 1.22926
C 0.00065 -1.01714 1.83005
C -0.08388 0.59293 1.53425
C -0.85044 1.12938 0.18009
C -0.94850 2.76201 -0.04069
C -0.31281 3.88803 1.01269
N -0.48313 5.33539 0.64665
C 0.14564 6.21697 1.68851
C 0.86208 5.68168 3.04688
N 1.02684 4.23432 3.41566
C 0.44069 3.35142 2.35030
C 0.55139 1.70682 2.59417
H 0.15122 -5.92851 -2.98906
H -0.66489 -5.30820 -4.66164
H -1.78464 -5.80110 -3.14482
H -1.75811 -3.38518 -2.67917
H -0.13063 -3.09796 -3.67023
H -0.99161 -2.86738 -0.10667
H -0.65286 -1.77417 -1.70044
H 1.20648 -0.64380 -0.73427
H 2.06403 -2.31968 -0.60176
H 0.12875 -1.12991 3.01163
H -1.04427 -1.47784 1.57473
H -1.34504 0.39767 -0.59161
H -1.53894 3.11311 -1.01432
H 0.10495 7.39012 1.50746
H 1.29307 6.49973 3.79511
H 1.07016 1.29878 3.58300
Hf 2.70691 -0.08637 -1.95738

These are the natural (NBO) partial charges, in e, on atoms 1 to 8:
1 C -0.654
2 C -0.110
3 O -0.504
4 C -0.141
5 C -0.065
6 O -0.428
7 C -0.186
8 C 0.197

=====

Entry from the OMol25 dataset: C13H16HfN3O5 as an isolated structure (the ωB97M-V functional and the def2-TZVPD basis).

Results
maximum force: 0.48 eV Å⁻¹
charge: +3
energy: -29728.9106 eV

Element x y z (Å)
Hf 0.02716 0.87727 1.17648
O -0.02241 -2.45740 6.35377
C -0.08313 -1.75244 5.26419
C -1.29436 -1.31153 4.66688
C -1.19848 -0.59339 3.51100
N -0.02022 -0.32526 2.91651
C 1.12841 -0.59177 3.57631
C 1.15954 -1.30814 4.73231
C 2.30400 0.13359 2.97133
O 3.44013 0.04768 3.22544
O 1.79243 1.02031 1.96488
C -2.34185 0.13383 2.84387
O -3.48841 0.04457 3.05301
O -1.78760 1.01201 1.86548
H -0.88327 -2.71565 6.72345
H -2.25740 -1.49514 5.12810
H 2.08389 -1.50466 5.26101
C 1.29625 4.53060 -1.46821
C 1.26119 3.11241 -0.85935
N 0.03263 2.92871 -0.01939
C -1.17950 3.09399 -0.88824
C -1.17384 4.47831 -1.57163
N 0.02761 5.23462 -1.08061
C -0.04019 5.40074 0.40826
C 0.01133 3.99356 1.03802
H 1.34425 4.50898 -2.55522
H 2.12719 5.12249 -1.08917
H 2.13658 2.94323 -0.23092
H 1.25069 2.36364 -1.65314
H -2.06314 2.97113 -0.26084
H -1.17824 2.30911 -1.64640
H -2.05620 5.06349 -1.32015
H -1.09604 4.40426 -2.65470
H 0.02648 6.16266 -1.51326
H -0.96582 5.92422 0.63929
H 0.80267 6.01736 0.71396
H -0.86719 3.83215 1.66659
H 0.91037 3.88167 1.64768

These are the natural (NBO) partial charges, in e, on atoms 1 to 8:
1 Hf 2.769
2 O -0.544
3 C 0.465
4 C -0.244
5 C 0.131
6 N -0.689
7 C 0.106
8 C -0.204

=====

Entry from the OMol25 dataset: C13H16K2N3O3 as an isolated structure at a distorted geometry (the ωB97M-V functional and the def2-TZVPD basis).

Results
maximum force: 2.30 eV Å⁻¹
charge: +1
ΔE to the lowest compared entry with this formula, charge and spin: 0.0 kcal/mol

Element x y z (Å)
K 1.02802 -2.16988 -4.06198
K 3.23452 4.24196 -0.44272
O 1.81405 -0.12877 -0.12237
C 1.88220 0.50552 -1.35002
O 2.58120 1.55150 -1.39302
O 1.29025 -0.03016 -2.30923
H 1.25696 -0.90179 -0.34856
N 0.27725 -3.09204 -0.18421
C -0.62353 -3.49560 -1.14180
C 0.05081 -4.33601 -1.99136
C 1.36671 -4.50076 -1.50344
C 1.49892 -3.67275 -0.41420
H 0.07426 -2.55159 0.63941
H -1.64789 -3.20589 -0.98105
H -0.48649 -4.92816 -2.71932
H 2.08050 -5.17755 -1.94524
H 2.31852 -3.55693 0.27420
N -2.64013 0.65405 1.16129
C -1.50389 0.21556 0.54380
C -1.87683 -0.30149 -0.67879
C -3.27158 -0.14862 -0.79642
C -3.74071 0.40119 0.38369
H -2.58439 1.02108 2.09438
H -0.54632 0.35433 1.01373
H -1.25157 -0.71767 -1.45672
H -3.94506 -0.41123 -1.59538
H -4.70875 0.73671 0.70990
N 1.14652 2.35666 1.51615
C 1.48789 2.93159 2.69790
C 0.82884 4.15146 2.75310
C 0.11850 4.30023 1.54711
C 0.28076 3.14343 0.79431
H 1.57178 1.49602 1.19710
H 2.24873 2.53406 3.34641
H 0.93797 4.79190 3.61409
H -0.48040 5.16386 1.30363
H -0.06761 2.77574 -0.15439

These are the natural (NBO) partial charges, in e, on atoms 1 to 8:
1 K 0.988
2 K 0.993
3 O -0.757
4 C 0.970
5 O -0.832
6 O -0.849
7 H 0.491
8 N -0.518

=====

Entry from the OMol25 dataset: one molecule with the formula C13H16N2 at a distorted geometry (the ωB97M-V functional and the def2-TZVPD basis).

Results
maximum force: 4.83 eV Å⁻¹
ΔE to the lowest compared entry with this formula, charge and spin: 121.5 kcal/mol
SMILES: CCCC[C@H]1c2ccccc2-c2c[nH]n21

Element x y z (Å)
C 2.29987 -2.34971 -2.79131
C 2.61383 -2.38192 -1.42238
C 1.28178 -1.57429 -3.26571
C 1.98106 -1.50033 -0.52467
C -0.71056 1.53288 -3.07863
C 0.65777 -0.71426 -2.32870
C 1.06259 -0.63983 -1.00826
C -0.39000 0.28935 -2.53011
C 0.18707 0.19010 -0.13186
C -1.44585 1.71925 3.94265
C -0.57031 -0.69504 0.94839
C -0.55257 1.12785 2.79861
C -1.45694 0.13481 1.94583
N -1.13510 1.97131 -1.75254
N -1.03841 0.65156 -1.29506
H 2.87144 -3.01981 -3.46924
H 3.29884 -3.21793 -1.13736
H 1.03426 -1.42309 -4.24061
H 2.34404 -1.55652 0.49654
H -0.91117 2.01105 -4.00679
H 0.51709 1.08336 0.23152
H -0.87673 2.47091 4.59869
H -1.83342 0.98036 4.57358
H -2.20490 2.36544 3.37805
H -1.30910 -1.30915 0.35917
H 0.10511 -1.29106 1.63959
H 0.22379 0.57688 3.16943
H -0.25748 1.98216 2.20705
H -1.77225 -0.69807 2.70823
H -2.21127 0.62149 1.35645
H -1.80246 2.66223 -1.37055

These are the natural (NBO) partial charges, in e, on atoms 1 to 8:
1 C -0.206
2 C -0.213
3 C -0.190
4 C -0.193
5 C -0.096
6 C -0.041
7 C -0.056
8 C 0.025

=====

Entry from the OMol25 dataset: one molecule with the formula C13H16N2O4 at a distorted geometry (the ωB97M-V functional and the def2-TZVPD basis).

Results
maximum force: 3.75 eV Å⁻¹
ΔE to the lowest compared entry with this formula, charge and spin: 21.3 kcal/mol
SMILES: CC(C)N1C(=O)c2cccn2[C@@H](CCC(=O)O)C1=O

Element x y z (Å)
O -2.83280 -0.67195 0.67704
O 4.14122 2.23491 -0.25576
O 1.30031 -1.88705 -0.87235
O 3.38759 2.55362 1.82167
C -1.75105 -0.41862 0.14992
C 3.26607 2.11096 0.55179
C 0.35142 -1.08153 -0.76623
C -1.83116 2.93896 -1.33382
C -2.45981 1.92561 -0.50920
C -0.67912 2.41420 -1.84657
C -1.64676 0.84640 -0.54785
N -0.57449 1.12721 -1.38062
N -0.66282 -1.30173 0.13442
C -0.91586 -2.27697 2.46095
C -1.61690 -3.54818 0.40597
C 1.98892 1.36331 0.15003
C 0.52850 0.19184 -1.59755
C 1.90146 0.84951 -1.33237
C -0.63438 -2.52221 0.97028
H 4.25125 2.96613 1.87299
H -2.25582 3.93166 -1.49647
H -3.43820 2.02014 -0.00069
H 0.00787 2.97649 -2.46746
H -1.84934 -1.70847 2.64774
H -0.07771 -1.70131 2.90346
H -0.93784 -3.22667 3.02123
H -1.67203 -4.41113 1.06994
H -1.24831 -3.94519 -0.53965
H -2.59524 -3.10281 0.29364
H 1.81165 0.50425 0.85162
H 1.13506 2.03094 0.28116
H 0.48239 -0.08801 -2.67195
H 2.71913 0.15883 -1.57480
H 2.04721 1.71149 -2.00702
H 0.35960 -2.96460 0.93653

These are the natural (NBO) partial charges, in e, on atoms 1 to 8:
1 O -0.572
2 O -0.596
3 O -0.599
4 O -0.674
5 C 0.669
6 C 0.797
7 C 0.691
8 C -0.290